[1]
# C22H50CdN4O22S4

C22H50CdN4O22S4 as an isolated structure at a distorted geometry (ωB97M-V/def2-TZVPD, the Open Molecules 2025 dataset).

```
103
Properties=species:S:1:pos:R:3:forces:R:3
Cd -0.53291 0.04306 1.03155 0.07 0.63 -1.12
C 2.21955 2.25490 1.31175 -0.93 -2.95 -0.21
O 1.28762 1.16360 1.04863 2.12 2.01 -0.19
H 1.87460 3.28883 1.32108 -0.61 0.07 0.10
H 2.70611 1.99276 2.25125 0.15 0.58 0.50
H 3.03377 2.21062 0.58844 0.28 0.21 -0.45
C -2.54917 0.30595 -1.45105 1.43 0.00 1.94
O -1.25920 -0.01585 -0.95073 -0.56 -0.40 -1.90
H -2.56227 1.33248 -1.81734 -0.29 0.16 -0.29
H -2.99716 -0.35182 -2.19586 0.31 -0.39 -0.39
H -3.18337 0.24200 -0.56686 -1.00 0.26 -0.03
C -3.35351 -3.50199 1.14279 0.67 -1.05 -1.28
C -3.26743 -2.27676 1.96276 -1.82 -0.21 0.98
O -2.26741 -1.64822 2.14857 1.93 0.84 -0.07
N -4.40780 -1.87297 2.57679 -1.14 -1.42 -0.47
C -4.38983 -0.80897 3.51927 0.38 1.17 0.61
H -2.37414 -3.97970 1.11589 0.09 0.10 0.18
H -3.52405 -3.22842 0.10155 -0.17 0.18 -0.07
H -4.06982 -4.28569 1.38941 -0.25 0.40 0.35
H -5.14018 -2.56846 2.57575 -0.16 0.41 0.16
H -5.34913 -0.51047 3.94205 -0.28 -0.45 -0.49
H -3.97047 0.06976 3.02929 0.08 0.09 0.09
H -3.75599 -1.01584 4.38156 0.26 -0.14 0.01
C 1.14254 -3.80365 1.96950 0.87 1.36 -1.21
C 1.30039 -2.40230 1.30812 1.55 1.18 1.27
O 0.26425 -1.81127 1.09724 -1.26 -2.04 -0.94
N 2.43506 -1.62412 1.24858 -0.66 -3.01 0.53
C 3.76398 -2.11368 1.45360 0.86 0.46 -0.25
H 0.56598 -3.53289 2.85401 0.57 -0.32 0.35
H 2.13036 -4.24900 2.08775 -0.48 -0.38 0.52
H 0.47358 -4.42982 1.37915 0.35 0.09 -0.30
H 2.35953 -0.65816 0.96343 -0.92 0.63 -0.03
H 3.81177 -3.16104 1.75166 -0.09 0.16 -0.23
H 4.26518 -1.51292 2.21255 0.03 -0.06 0.25
H 4.30709 -1.93706 0.52520 0.32 -0.50 0.02
C 1.23617 0.15232 4.92542 1.10 -0.02 0.86
C 0.16580 -0.61216 4.22712 1.27 -0.45 1.28
O -0.34414 -0.06202 3.31663 -2.11 2.20 -2.61
N -0.24879 -1.84578 4.53673 -0.06 -1.67 1.67
C 0.31481 -2.74219 5.55268 0.52 0.19 -0.38
H 2.19691 -0.36254 4.92729 -0.06 -0.40 0.44
H 0.93555 0.42733 5.93641 0.17 -0.25 0.19
H 1.47524 1.07661 4.39945 -0.59 -0.13 -0.28
H -1.02186 -2.19414 3.98799 0.03 0.35 -0.22
H 1.35924 -2.90429 5.28626 0.16 -0.13 0.35
H -0.15470 -3.72587 5.55966 -0.24 0.19 -0.38
H 0.25090 -2.38687 6.58115 -0.03 0.36 -0.10
C -3.58213 2.89813 0.96781 -1.31 0.58 -1.16
C -2.48139 2.50934 1.85103 0.20 -0.38 1.13
O -1.67728 1.65999 1.53043 -0.55 1.13 -0.16
N -2.38580 3.00623 3.10324 -0.02 0.46 0.42
C -3.26520 3.98556 3.73249 0.87 0.01 -0.99
H -3.74662 3.97477 0.92430 -0.19 0.02 0.31
H -4.50425 2.38054 1.23219 -0.17 0.23 0.57
H -3.47603 2.57774 -0.06862 0.78 -0.11 0.20
H -1.52868 2.79185 3.59261 -0.08 -0.39 -0.25
H -4.27793 3.58249 3.72842 -0.04 0.46 0.39
H -3.16179 4.89936 3.14736 -0.66 0.25 0.10
H -2.84430 4.22411 4.70923 -0.49 -0.29 0.11
C -0.52418 3.58054 -1.47806 1.04 -2.57 3.13
C 0.16542 4.71582 -2.09221 0.70 -0.69 0.96
O -0.57527 4.87607 -3.26188 -1.88 2.09 -1.77
S -2.20560 4.76185 -2.93711 0.46 -0.40 1.65
O -2.89879 4.11103 -4.02640 1.08 1.44 1.27
O -2.75793 5.95129 -2.25304 1.51 -2.71 -1.89
O -1.84926 3.60940 -1.82585 -3.14 0.87 -1.48
H -0.53111 3.60749 -0.38841 0.36 0.30 0.22
H -0.05626 2.60993 -1.64261 -0.37 -0.29 -0.74
H 1.16320 4.35540 -2.34251 0.07 0.77 -0.21
H 0.13624 5.46650 -1.30244 0.21 1.13 -0.99
C 3.58498 0.82123 -1.95390 1.89 4.44 -0.25
C 5.06847 1.26236 -2.39930 -1.82 -1.09 1.36
O 5.56583 -0.00822 -2.43387 0.80 -5.68 -1.68
S 4.39476 -1.23298 -2.96809 0.56 0.25 2.15
O 4.19902 -2.26314 -1.91453 0.57 3.22 -2.17
O 4.67264 -1.69487 -4.28566 -0.23 0.69 0.56
O 3.18102 -0.08448 -2.98988 1.01 -1.00 1.60
H 3.12199 1.79920 -1.82231 -1.63 -0.40 -1.29
H 3.64351 0.60046 -0.88810 -0.11 -1.67 -0.27
H 5.66769 1.64973 -1.57529 -0.51 0.95 -0.01
H 5.24302 1.75308 -3.35681 -0.61 0.38 0.08
C -0.18614 -3.57211 -2.39676 0.94 0.43 -0.94
C 1.21367 -2.86362 -2.49341 -2.79 1.75 1.56
O 2.06062 -3.83756 -2.94655 2.42 -1.84 -0.75
S 1.75407 -5.30502 -2.32853 -2.15 -0.14 1.48
O 2.19936 -5.50740 -0.92035 -0.70 0.91 -3.74
O 1.91207 -6.35630 -3.31053 0.52 1.83 1.48
O 0.15053 -4.94498 -2.33370 0.51 -1.81 1.18
H -0.69646 -3.49625 -3.35693 -0.08 0.38 -0.01
H -0.86809 -3.23066 -1.61800 0.46 -0.13 0.31
H 1.54440 -2.37108 -1.57902 0.09 -0.69 0.53
H 1.07477 -1.97620 -3.11090 0.57 -0.52 -0.97
C -0.10972 0.52480 -4.56184 -0.83 2.05 2.35
C -0.58937 1.94111 -5.03997 0.30 0.18 1.42
O -0.06367 2.08325 -6.29869 2.74 -0.36 -2.87
S 1.42270 1.31996 -6.34693 0.74 0.84 2.45
O 2.48301 1.98040 -5.47261 -3.79 -1.88 -2.95
O 1.69207 0.95674 -7.70568 -0.16 0.37 1.53
O 0.80794 0.03960 -5.48143 0.96 0.16 -2.12
H -1.03673 -0.00323 -4.33836 0.50 -1.11 -0.73
H 0.42202 0.62561 -3.61569 -0.21 0.04 0.24
H -0.14520 2.78059 -4.50510 -0.39 -0.28 0.89
H -1.67235 2.05134 -5.09564 0.16 -0.10 0.00
```
Forces are in eV/Å.

Values from the calculation:
Energy in eV: -122526.7027
F_max in eV Å⁻¹: 5.98
Net charge: 0


[2]
# C22H50FN3O8S

A 4-piece molecular cluster, C22H50FN3O8S overall at a distorted geometry (ωB97M-V/def2-TZVPD, the Open Molecules 2025 dataset).

```
85
Properties=species:S:1:pos:R:3:forces:R:3
C 2.65216 3.61569 -0.25664 -0.02 -0.04 -0.18
C 2.57846 2.38117 -1.17251 0.09 0.51 0.27
C 3.29944 1.20144 -0.54085 -0.65 0.69 -0.74
O 2.70435 -0.00526 -1.05746 0.14 0.22 0.22
C 3.11761 -1.19467 -0.52792 0.99 -1.07 0.49
S 3.58364 -2.22280 -2.01348 -0.38 0.19 -0.58
O 4.25279 -1.00641 0.34042 -0.52 0.38 -0.53
N 5.47734 -1.56655 -0.20056 0.70 -0.05 -0.09
O 6.33370 -0.78898 -0.15007 -0.16 -0.12 0.26
O 2.22241 -1.82973 0.29245 -0.38 0.44 -0.29
C 0.82344 -1.54328 0.14405 -1.16 -1.06 0.74
C 0.26555 -1.97920 -1.21308 0.30 -0.63 0.45
N -1.18459 -1.90130 -1.26762 0.43 0.50 -0.84
C -1.70715 -1.63243 -2.61694 0.22 -0.01 1.31
C -2.53184 -0.34937 -2.66191 0.77 0.01 0.53
O -3.36217 -0.18440 -3.50295 -1.26 -0.16 -0.92
N -2.30490 0.60242 -1.64936 -0.36 -0.05 -0.52
C -3.47090 1.43131 -1.39540 0.30 0.09 -0.06
C -1.09344 1.37760 -1.85855 0.14 -0.22 0.93
C 0.15174 -2.40588 1.24815 0.83 0.48 -0.09
C -0.74795 -1.66094 2.21249 -0.60 -0.58 -0.34
C -1.80572 -0.76881 1.63110 -0.15 0.41 0.83
F -1.44083 -2.66300 2.92607 -0.03 -0.26 0.25
H 3.25200 4.39656 -0.70470 0.17 0.23 -0.11
H 1.67345 4.03841 -0.07336 -0.21 0.10 0.13
H 3.11408 3.38525 0.69614 0.01 -0.05 0.27
H 3.04021 2.66880 -2.10992 0.00 -0.33 -0.37
H 1.54722 2.13037 -1.37906 -0.23 -0.18 0.01
H 4.33010 1.26995 -0.85129 0.52 -0.30 0.29
H 3.19893 1.29711 0.53041 0.07 -0.48 0.34
H 3.25234 -3.45647 -1.60138 0.06 0.21 0.39
H 0.57908 -0.51257 0.37233 0.41 0.45 -0.30
H 0.57485 -3.02230 -1.34090 0.33 -0.10 -0.10
H 0.73912 -1.42583 -2.01100 -0.10 0.33 -0.25
H -1.60424 -2.74715 -0.91824 -0.12 -0.11 0.15
H -2.33895 -2.46591 -2.90056 -0.39 0.10 -0.35
H -0.90604 -1.58658 -3.34756 0.14 0.10 -0.24
H -3.76150 2.05220 -2.24371 -0.02 0.03 -0.18
H -3.22494 2.08275 -0.56642 -0.05 0.14 0.29
H -4.30052 0.79201 -1.12374 -0.23 -0.03 0.07
H -0.33560 0.78242 -2.35496 0.14 -0.05 -0.15
H -1.27568 2.30341 -2.40428 -0.09 0.00 -0.40
H -0.70186 1.66697 -0.88441 0.20 0.09 0.14
H 0.95912 -2.82804 1.83524 0.16 -0.13 0.15
H -0.35300 -3.24976 0.79762 -0.47 -0.12 -0.04
H -0.17769 -1.13530 2.96578 0.40 0.25 0.05
H -2.48851 -1.28230 0.97569 0.05 -0.18 -0.45
H -2.38543 -0.38748 2.46966 -0.13 0.05 0.15
H -1.37004 0.10120 1.16323 0.07 0.15 -0.49
C -0.38030 6.35962 -2.58932 -0.09 -0.17 0.03
C -0.46488 7.02871 -1.22539 0.40 0.21 -0.39
C -0.36107 8.54165 -1.34306 -0.08 0.07 0.16
O 0.57128 6.53391 -0.37752 -0.15 -0.12 0.17
H 0.57987 6.57804 -3.06509 -0.02 0.10 0.00
H -0.45166 5.27564 -2.48833 -0.05 0.01 0.02
H -1.17897 6.70123 -3.24934 0.02 0.00 -0.02
H -1.40772 6.76330 -0.74592 0.07 -0.07 0.12
H 0.59948 8.82742 -1.78070 -0.02 -0.05 -0.09
H -0.41827 9.00611 -0.35828 -0.05 -0.02 0.00
H -1.15945 8.94675 -1.96656 0.02 0.01 -0.01
H 1.41744 6.75759 -0.78266 -0.06 0.00 0.02
C -5.49811 -3.14958 0.39648 0.05 0.19 -0.05
C -4.78685 -4.05875 -0.59340 -0.20 -0.19 0.50
C -5.41895 -5.44106 -0.63130 0.08 -0.09 -0.17
O -3.40451 -4.16620 -0.24418 0.22 0.11 -0.25
H -5.43333 -3.55823 1.40844 -0.05 -0.08 -0.03
H -5.02981 -2.16443 0.41624 -0.01 0.00 -0.05
H -6.55096 -3.02995 0.13739 0.00 -0.01 0.02
H -4.82054 -3.61335 -1.58880 0.16 0.01 -0.01
H -5.35247 -5.92029 0.34928 -0.06 0.08 0.04
H -4.89477 -6.08250 -1.34058 -0.02 0.04 -0.04
H -6.46940 -5.38764 -0.91998 0.00 -0.01 0.02
H -3.34782 -4.55651 0.63646 0.00 0.07 -0.03
C 4.82586 -1.72969 4.59981 0.02 0.15 0.11
C 3.34143 -1.97680 4.37476 0.34 -0.25 -0.34
C 3.05546 -3.45235 4.13675 -0.17 -0.03 0.05
O 2.88522 -1.21098 3.26356 -0.16 0.12 0.16
H 5.40180 -2.02993 3.71990 -0.04 -0.10 0.01
H 5.01568 -0.66835 4.76340 -0.03 -0.01 0.04
H 5.19528 -2.28710 5.46232 0.02 -0.01 -0.02
H 2.77758 -1.63060 5.24233 -0.07 0.08 -0.06
H 3.57768 -3.80418 3.24249 0.09 0.03 0.03
H 1.98900 -3.61302 3.97231 -0.01 0.01 0.06
H 3.37273 -4.06072 4.98548 0.01 -0.01 -0.02
H 3.37442 -1.50208 2.48299 -0.10 0.07 -0.09
```
Forces are in eV/Å.

Values from the calculation:
Energy in eV: -58023.8207
F_max in eV Å⁻¹: 1.73
Net charge: 0
SMILES: CCCO[C@@](S)(ON=O)O[C@@H](CNCC(=O)N(C)C)C[C@@H](C)F.CC(C)O.CC(C)O.CC(C)O